This record from OMol25 describes CCl2FN in the gas phase at a distorted geometry. The level of theory is ωB97M-V with the def2-TZVPD basis set.

Properties
* molecular weight: 115.922 g mol⁻¹
* spin multiplicity: 1
* strongest force on any atom: 7.18 eV/A
* LUMO level (spin up / spin down): -0.8 / -0.7 eV
* net charge: 0
* energy relative to the best compared isomer or geometry (same formula, charge and spin): 2.8892 eV
* SMILES string: FN=C(Cl)Cl
* Kohn-Sham gap (spin up / spin down): 8.2462 / 9.8023 eV

XYZ file:
```
5
Properties=species:S:1:pos:R:3:forces:R:3
F 0.0057 -1.7330 -1.0747 0.087 1.236 0.606
N 0.8756 -0.7569 -0.6019 -2.853 4.033 2.896
C -0.0061 0.4643 0.2357 2.615 -5.594 -3.658
Cl 0.7722 1.6233 1.0837 1.202 0.709 0.357
Cl -1.6474 0.4023 0.3572 -1.050 -0.384 -0.201
```
Forces are in eV/Å.

Here are the Mulliken charges for atoms 1 to 4, given in e:
1 F -0.138
2 N -0.090
3 C 0.371
4 Cl -0.076